{"formula": "C49H39Cl3IN7OPS2TeV", "method": "wB97M-V/def2-TZVPD", "species": ["V", "I", "C", "C", "C", "C", "C", "C", "C", "C", "C", "P", "C", "C", "C", "C", "C", "C", "C", "C", "C", "C", "C", "C", "C", "H", "H", "H", "H", "H", "H", "H", "H", "H", "H", "H", "H", "H", "H", "H", "H", "S", "C", "C", "C", "C", "C", "C", "C", "C", "C", "N", "H", "H", "H", "H", "H", "H", "Te", "N", "C", "N", "N", "C", "N", "H", "H", "H", "H", "Cl", "C", "C", "C", "C", "C", "C", "N", "C", "C", "N", "C", "O", "C", "C", "C", "Cl", "S", "C", "C", "C", "Cl", "C", "H", "H", "H", "H", "H", "H", "H", "H", "H", "H", "H", "H", "H"], "xyz": [[-0.8773, -0.2339, 0.0430], [2.1001, 4.2164, -1.6230], [-1.4462, 3.4863, -0.6176], [-1.0551, 4.5216, 0.1799], [-1.9140, 5.6189, 0.4144], [-3.1214, 5.6829, -0.2104], [-3.5711, 4.6118, -1.0255], [-4.8074, 4.6846, -1.7088], [-5.2520, 3.6224, -2.4375], [-4.5244, 2.4159, -2.4430], [-3.3140, 2.2939, -1.8107], [-2.5128, 0.5979, -1.6745], [-2.1615, -0.0688, -3.2821], [-3.2234, -0.3229, -4.1673], [-3.1096, -0.9700, -5.3707], [-1.8215, -1.4884, -5.7290], [-0.7275, -1.2659, -4.9836], [-0.7407, -0.4038, -3.7423], [-4.1069, -0.2693, -1.1690], [-4.9392, 0.2953, -0.2010], [-6.0821, -0.3574, 0.2313], [-6.4235, -1.5938, -0.3052], [-5.5903, -2.1787, -1.2459], [-4.4313, -1.5307, -1.6572], [-2.7688, 3.4475, -1.1619], [-0.0486, 4.5469, 0.5775], [-1.5772, 6.4332, 1.0444], [-3.7570, 6.5546, -0.1012], [-5.3870, 5.5988, -1.6449], [-6.1895, 3.6831, -2.9766], [-4.9731, 1.5518, -2.9120], [-4.2235, -0.0341, -3.8678], [-3.9772, -1.1503, -5.9901], [-1.7259, -2.0887, -6.6294], [0.2338, -1.6682, -5.2819], [-0.1799, 0.5241, -3.9797], [-4.6901, 1.2637, 0.2211], [-6.7072, 0.0960, 0.9917], [-7.3247, -2.0998, 0.0195], [-5.8363, -3.1495, -1.6597], [-3.7650, -2.0036, -2.3676], [-3.8179, -1.8813, 2.9898], [-3.5897, -3.1480, 1.8583], [-2.7459, -2.7986, 0.8491], [-2.2342, -1.4636, 0.9412], [-2.7483, -0.8637, 2.0693], [-2.2221, 0.4012, 2.5462], [-2.5807, 1.0161, 3.7475], [-1.8794, 2.1213, 4.1793], [-0.8147, 2.5879, 3.4203], [-0.5301, 1.9448, 2.2325], [-1.2236, 0.8971, 1.7760], [-4.1142, -4.0813, 1.9973], [-2.5031, -3.4723, 0.0374], [-3.3889, 0.5973, 4.3325], [-2.1473, 2.6098, 5.1081], [-0.2210, 3.4360, 3.7297], [0.2862, 2.2752, 1.6019], [-0.0958, 2.0228, -1.2868], [3.4481, -1.5579, -4.0254], [2.3977, -0.8235, -3.5026], [2.5664, 0.5243, -3.6111], [1.4263, -1.4614, -2.9531], [0.1615, -0.9701, -2.6228], [-0.2924, -0.9839, -1.4433], [4.3574, -1.1238, -4.0189], [3.4313, -2.5241, -3.7437], [3.2923, 0.8935, -4.2033], [1.7844, 1.1381, -3.4517], [5.8307, 1.8183, -3.1478], [5.5348, 0.8652, -1.7239], [4.6506, 1.3162, -0.7643], [4.4546, 0.5306, 0.3605], [5.0906, -0.6943, 0.5348], [4.7995, -1.4995, 1.7755], [3.8809, -2.6996, 1.5032], [2.4929, -2.2993, 1.6082], [1.7553, -2.3298, 2.7718], [0.6131, -1.6419, 2.5107], [0.6491, -1.1761, 1.2168], [1.7827, -1.5968, 0.7013], [5.9942, -1.9327, 2.4129], [6.1513, -1.4161, 3.7261], [5.0430, -1.8140, 4.6593], [4.0598, -0.9899, 5.1169], [3.8392, 0.6700, 4.7434], [2.9574, -1.7738, 6.1686], [3.7994, -3.2564, 6.0002], [4.8738, -3.1352, 5.1808], [5.9399, -1.1281, -0.4788], [6.7126, -2.6896, -0.4119], [6.1832, -0.3515, -1.5983], [4.1177, 2.2509, -0.8959], [3.7727, 0.8794, 1.1290], [4.2476, -0.8408, 2.4522], [4.0750, -3.4591, 2.2578], [4.0683, -3.1250, 0.5179], [2.1043, -2.8453, 3.6499], [-0.2262, -1.4537, 3.1584], [2.1064, -1.4195, -0.3137], [6.2446, -0.3261, 3.7014], [7.0953, -1.8328, 4.0775], [3.4533, -4.1318, 6.5246], [5.5383, -3.9535, 4.9400], [6.8619, -0.6996, -2.3642]], "relative_energy_kj_mol": 187.6, "mol_weight_g_mol": 1248.81, "homo_energy_ev": [-2.8, -2.7], "e_lumo_ev": [1.656, 1.655], "s_squared": 3.8386, "gap_ev": [4.4, 4.3], "total_charge": -1, "spin_multiplicity": 4, "e_tot_ha": -6377.26679}